# 1
{
  "formula": "C4H14N2O",
  "method": "ωB97M-V/def2-TZVPD",
  "species": ["N", "C", "C", "N", "C", "C", "H", "H", "H", "H", "H", "H", "H", "H", "H", "H", "H", "H", "H", "H", "O"],
  "xyz": [[-0.7023, -1.8439, 0.0093], [3.1861, -0.3630, -0.1528], [2.0796, 0.3938, -0.2416], [-1.4513, 1.4663, 0.2167], [-2.0084, 2.8150, 0.1705], [-2.1786, 0.6724, 1.1858], [-1.5084, -2.3084, -0.4117], [-0.7566, -0.8276, -0.0089], [3.1553, -1.3184, -0.7502], [3.8868, -0.0281, 0.5958], [1.1113, -0.0174, -0.4683], [1.9894, 1.4462, 0.0608], [-2.7710, 2.8501, -0.6189], [-2.6394, 3.0568, 1.0475], [-1.1943, 3.5331, 0.0563], [-2.7370, 1.2187, 1.9740], [-1.6068, -0.0397, 1.7786], [-2.9432, 0.0422, 0.7422], [0.1182, -2.1241, -0.6419], [1.6377, -3.5228, -1.0318], [1.5804, -2.5727, -1.1629]],
  "forces_ev_per_angstrom": [[0.36, -0.49, -0.40], [-1.55, 0.09, -0.62], [0.00, 0.21, 0.53], [-0.88, 0.28, 1.01], [-0.39, -0.72, 0.48], [-0.49, 0.06, 1.15], [-0.16, 0.73, 0.12], [-0.46, -0.45, -0.39], [0.04, 0.47, 1.41], [1.11, 0.08, -0.61], [0.12, -0.23, -1.23], [0.39, -0.40, 0.64], [0.51, 0.20, -0.53], [0.59, 0.05, 0.10], [-0.30, 0.09, -0.35], [0.19, 0.49, -0.47], [0.72, -0.07, -0.55], [-0.10, -0.18, -0.69], [0.12, 0.01, 0.92], [0.01, -0.11, 0.01], [0.16, -0.11, -0.53]],
  "multiplicity": 2,
  "homo_energy_ev": [-2.916, -2.916],
  "total_charge": -1,
  "s_squared": 0.75,
  "relative_energy_kj_mol": 273.2
}

# 2
{
  "formula": "C29H38AuNO2P2Si",
  "method": "ωB97M-V/def2-TZVPD",
  "species": ["Au", "P", "C", "C", "N", "C", "C", "C", "C", "C", "P", "H", "H", "H", "H", "H", "H", "H", "H", "O", "H", "H", "O", "H", "C", "H", "H", "H", "C", "H", "H", "H", "C", "H", "H", "H", "C", "H", "H", "H", "C", "C", "C", "C", "C", "C", "Si", "C", "C", "C", "C", "C", "C", "C", "C", "C", "C", "C", "C", "H", "H", "H", "H", "H", "H", "H", "H", "H", "H", "H", "H", "H", "H", "H"],
  "xyz": [[0.2252, -0.7009, 0.0076], [-0.9143, -2.6416, 0.6267], [-0.0333, -4.0984, -0.0192], [0.3673, -3.9330, -1.4644], [0.6761, -2.6840, -1.7933], [1.1624, -2.4020, -2.9954], [1.2447, -3.3799, -3.9939], [0.8800, -4.6888, -3.6827], [0.4493, -4.9787, -2.3876], [1.5893, -0.9600, -3.2171], [1.8139, -0.1123, -1.5984], [0.1577, -5.9732, -2.0657], [1.6214, -3.0687, -4.9656], [0.9426, -5.4682, -4.4314], [2.5264, -0.9129, -3.8006], [0.8131, -0.3877, -3.7568], [0.8938, -4.1206, 0.6374], [-0.6402, -5.0110, 0.1174], [3.4943, -1.8573, 1.8129], [2.9779, -2.7162, 1.6272], [3.4683, -3.3977, 2.0974], [3.4404, 0.3219, 2.0647], [4.1404, -0.3120, 1.7931], [4.9970, 0.1506, 1.8811], [3.4281, -0.6948, -1.0779], [4.1592, -0.5679, -1.8846], [3.7387, -0.1382, -0.1853], [3.3324, -1.7478, -0.7957], [1.9845, 1.6398, -1.9863], [2.1246, 2.1962, -1.0509], [2.8549, 1.7999, -2.6410], [1.0725, 1.9928, -2.4884], [-2.6059, -2.7638, -0.0412], [-3.0771, -3.7174, 0.2501], [-3.2199, -1.9297, 0.3345], [-2.5574, -2.7093, -1.1392], [-1.0249, -2.9483, 2.4045], [-1.3286, -2.0210, 2.9127], [-1.7509, -3.7493, 2.6243], [-0.0206, -3.2490, 2.7454], [2.6797, 3.4152, 3.0494], [2.2793, 2.0935, 3.2805], [1.2912, 1.5141, 2.4779], [0.6752, 2.2555, 1.4456], [1.0847, 3.5771, 1.2274], [2.0842, 4.1505, 2.0232], [-0.7184, 1.3698, 0.5360], [-2.1753, 1.5606, 1.7288], [-2.8932, 0.4595, 2.2072], [-4.0310, 0.6499, 3.0086], [-4.4576, 1.9361, 3.3420], [-3.7259, 3.0403, 2.8874], [-2.5831, 2.8567, 2.0928], [-1.4712, 2.0923, -1.0562], [-2.4334, 1.2900, -1.6996], [-3.0660, 1.7285, -2.8719], [-2.7562, 2.9853, -3.4091], [-1.8388, 3.8090, -2.7508], [-1.2070, 3.3650, -1.5792], [3.4603, 3.8677, 3.6610], [2.7410, 1.5007, 4.0753], [0.9918, 0.4728, 2.6673], [0.6141, 4.1638, 0.4366], [2.4073, 5.1744, 1.8076], [-2.5827, -0.5621, 1.9524], [-4.5972, -0.2147, 3.3707], [-5.3527, 2.0943, 3.9564], [-4.0385, 4.0507, 3.1430], [-2.0148, 3.7234, 1.7465], [-2.6969, 0.3094, -1.2957], [-3.7781, 1.0787, -3.3786], [-3.2185, 3.3223, -4.3378], [-1.5776, 4.7916, -3.1514], [-0.4980, 4.0186, -1.0677]],
  "forces_ev_per_angstrom": [[-0.04, 0.31, 0.01], [-0.87, -1.49, 0.30], [0.67, -0.38, 0.57], [-0.11, -0.15, -0.01], [0.57, 0.01, -0.32], [-0.13, -0.08, -0.64], [0.24, 0.44, 0.35], [-0.03, 0.33, 0.24], [-0.13, 0.41, 0.28], [-0.74, 0.01, -0.03], [1.82, -0.53, -1.76], [0.13, 0.05, -0.21], [-0.11, -0.36, 0.08], [-0.01, 0.02, 0.03], [-0.33, 0.16, 0.31], [0.24, -0.32, -0.01], [-0.88, -0.29, -0.78], [0.34, 0.33, 0.16], [-0.81, -1.70, -0.34], [0.56, 1.40, 0.21], [-0.01, -0.05, 0.02], [0.71, -0.26, -0.03], [0.04, 1.11, 0.40], [-0.58, -0.33, 0.12], [-0.03, 0.03, 0.50], [-0.18, 0.03, 0.04], [0.03, -0.26, -0.37], [0.17, 0.08, -0.02], [-0.39, 0.36, 0.11], [-0.03, -0.05, -0.23], [-0.19, -0.23, 0.17], [0.25, -0.02, 0.18], [-0.07, 0.30, -0.17], [0.29, 0.31, -0.03], [0.19, -0.31, -0.18], [-0.07, 0.01, 0.30], [0.14, 0.08, 0.29], [0.12, -0.40, -0.04], [0.28, 0.29, -0.13], [-0.37, 0.17, 0.02], [-0.03, -0.19, -0.05], [-0.11, -0.10, -0.10], [0.34, 0.07, 0.16], [0.30, -0.28, -0.28], [0.38, 0.04, 0.08], [-0.22, 0.10, -0.38], [-2.09, 2.21, 1.03], [0.15, -0.61, 0.07], [-0.51, 0.28, 0.27], [-0.01, -0.19, -0.02], [0.21, 0.10, -0.12], [0.41, -0.17, -0.26], [-0.43, -0.32, 0.20], [0.39, -0.27, 0.15], [-0.11, 0.16, -0.65], [0.28, 0.05, 0.24], [0.10, -0.19, 0.21], [0.31, -0.07, 0.39], [0.02, 0.09, -0.48], [-0.22, -0.13, -0.15], [-0.17, 0.29, -0.17], [0.04, 0.44, -0.03], [0.31, -0.09, 0.35], [-0.16, -0.38, 0.25], [-0.15, 0.48, 0.10], [0.23, 0.32, -0.13], [0.45, -0.15, -0.30], [0.04, -0.22, -0.01], [-0.21, -0.16, 0.10], [0.08, 0.21, -0.07], [0.10, 0.19, 0.15], [0.09, -0.13, 0.29], [-0.23, -0.30, 0.13], [-0.25, -0.14, -0.38]],
  "multiplicity": 3,
  "homo_energy_ev": [-12.701, -13.507],
  "total_charge": 2,
  "s_squared": 2.01,
  "relative_energy_kj_mol": 0.0
}

# 3
{
  "formula": "C11H28AlN2O2",
  "method": "ωB97M-V/def2-TZVPD",
  "species": ["C", "C", "N", "Al", "C", "C", "C", "C", "C", "O", "C", "C", "C", "O", "C", "N", "H", "H", "H", "H", "H", "H", "H", "H", "H", "H", "H", "H", "H", "H", "H", "H", "H", "H", "H", "H", "H", "H", "H", "H", "H", "H", "H", "H"],
  "xyz": [[-1.1417, 3.7328, -0.8991], [-0.4276, 3.2105, 0.3425], [-0.9560, 1.9867, 0.9116], [-0.5073, 0.3660, 0.0303], [1.4725, 0.2106, -0.3608], [2.3171, -0.1328, 0.8898], [3.1753, -1.3846, 0.7134], [2.4041, -2.6656, 0.9807], [1.9152, -2.8162, 2.3983], [2.9937, -2.7183, 3.3234], [2.9301, -3.6277, 4.3936], [-1.5446, -0.0007, -1.7024], [-2.9611, 0.5888, -1.7543], [-3.9646, -0.4319, -1.8759], [-3.1255, 1.6145, -2.9113], [-3.9072, 1.0804, -4.0442], [-0.9945, 3.0717, -1.7488], [-0.7020, 4.6962, -1.1712], [-2.1938, 3.9120, -0.7040], [0.6320, 3.1001, 0.1311], [-0.4935, 4.0175, 1.0880], [-1.9523, 2.0771, 1.0792], [-0.8874, -0.8471, 1.0590], [1.5628, -0.6313, -1.0507], [1.8965, 1.0716, -0.8766], [3.0056, 0.6930, 1.0641], [1.6851, -0.2262, 1.7683], [3.5105, -1.4204, -0.3190], [4.0563, -1.3276, 1.3500], [3.0481, -3.5203, 0.7606], [1.5497, -2.7432, 0.3123], [1.1503, -2.0679, 2.6041], [1.4425, -3.7946, 2.4939], [3.4200, -4.5712, 4.1288], [3.4760, -3.1995, 5.2292], [1.9090, -3.8440, 4.7003], [-1.6373, -1.0834, -1.7578], [-0.9887, 0.3166, -2.5851], [-3.2147, 1.0747, -0.8181], [-3.6670, -1.0147, -2.5945], [-3.5729, 2.5336, -2.5256], [-2.1560, 1.8945, -3.3050], [-4.8944, 1.2175, -3.8715], [-3.6624, 1.6028, -4.8768]],
  "forces_ev_per_angstrom": [[0.68, 0.34, -0.08], [-0.75, 0.32, 0.64], [0.41, -0.56, -0.74], [0.02, -0.11, 0.09], [-0.42, -0.15, 0.50], [0.30, 0.42, -0.71], [-0.37, 0.14, 0.13], [0.51, -0.28, 0.04], [-0.23, -0.20, -0.10], [0.01, 0.11, 0.08], [0.26, 0.06, -0.28], [-0.23, 0.45, 0.24], [0.30, -0.49, -0.61], [-0.05, -0.24, -0.10], [-0.40, 0.12, 0.01], [0.32, 0.06, 0.03], [-0.24, -0.20, -0.06], [-0.01, 0.16, -0.12], [-0.28, -0.20, -0.05], [0.23, -0.20, -0.09], [0.14, 0.13, 0.08], [0.02, 0.15, 0.14], [-0.04, -0.08, 0.08], [-0.09, -0.10, -0.31], [0.11, 0.12, -0.14], [-0.01, 0.21, 0.29], [0.00, 0.02, 0.27], [0.25, 0.08, -0.21], [0.10, -0.19, 0.15], [0.08, -0.13, -0.06], [-0.24, 0.11, -0.07], [-0.02, 0.12, 0.23], [-0.10, -0.18, 0.06], [-0.06, -0.14, -0.04], [0.02, 0.09, 0.16], [-0.20, 0.06, 0.10], [0.09, -0.31, 0.06], [0.15, -0.03, -0.17], [-0.11, 0.19, 0.19], [-0.15, 0.38, 0.26], [-0.09, 0.13, 0.08], [0.24, -0.01, 0.03], [0.00, -0.15, -0.03], [-0.14, -0.01, 0.02]],
  "homo_energy_ev": -4.113,
  "total_charge": -1,
  "relative_energy_kj_mol": 148.7
}

# 4
{
  "formula": "CH21O12V",
  "method": "ωB97M-V/def2-TZVPD",
  "species": ["O", "V", "O", "C", "O", "H", "H", "H", "O", "H", "H", "O", "H", "H", "O", "H", "H", "O", "H", "H", "O", "H", "H", "O", "H", "H", "O", "H", "H", "O", "H", "H", "O", "H", "H"],
  "xyz": [[-33.1007, 21.9454, -3.6900], [-33.2925, 21.2041, -2.2834], [-34.5248, 20.2308, -2.4605], [-31.7443, 18.4336, -2.7448], [-31.5649, 19.7971, -2.4525], [-31.4988, 18.2016, -3.7878], [-31.1543, 17.7324, -2.1473], [-32.7897, 18.1623, -2.5777], [-30.2396, 20.9686, 0.4780], [-29.3071, 20.8546, 0.6860], [-30.3546, 20.5087, -0.3662], [-35.5612, 17.9139, -1.4037], [-36.5055, 17.7325, -1.3746], [-35.4791, 18.7231, -1.9333], [-30.7306, 20.8780, -5.2158], [-30.7589, 21.7128, -4.7400], [-31.1047, 20.2363, -4.5992], [-32.1514, 17.7112, -6.6852], [-32.6819, 17.5006, -5.9058], [-31.2378, 17.5853, -6.4009], [-28.6370, 20.2668, -2.6947], [-29.5933, 20.4309, -2.6843], [-28.5560, 19.3058, -2.7054], [-34.1428, 16.7595, -4.5568], [-33.4044, 16.5655, -3.9694], [-34.6210, 15.9270, -4.6287], [-31.1418, 15.1106, -0.7056], [-31.1304, 14.3186, -0.1583], [-30.3647, 15.6089, -0.4306], [-28.6441, 16.8238, -3.1444], [-28.4633, 16.1221, -3.7813], [-29.4441, 16.5379, -2.6886], [-29.1969, 18.1801, -5.9246], [-28.5658, 18.8787, -5.7209], [-29.3962, 17.7783, -5.0708]],
  "forces_ev_per_angstrom": [[-0.59, -0.61, 2.54], [2.60, -2.71, -3.47], [0.79, 1.23, 0.29], [-0.92, -0.22, -0.17], [-1.95, 2.27, 0.78], [0.00, 0.23, -0.16], [0.21, 0.45, 0.45], [0.00, -0.23, -0.05], [-0.23, -0.10, -0.23], [0.00, 0.07, -0.06], [0.12, -0.03, 0.06], [-0.12, 0.18, -0.03], [0.05, -0.06, 0.00], [-0.02, -0.40, 0.14], [0.11, -0.03, -0.06], [-0.05, 0.00, -0.01], [0.00, 0.15, -0.06], [0.06, -0.20, 0.32], [-0.27, -0.03, -0.23], [0.10, 0.31, -0.29], [-0.07, 0.02, 0.25], [0.11, -0.24, -0.17], [0.00, 0.00, -0.07], [0.19, 0.01, 0.01], [-0.16, -0.05, 0.14], [0.00, 0.04, -0.06], [0.15, 0.10, -0.11], [-0.02, 0.01, -0.03], [-0.05, -0.05, 0.13], [-0.21, 0.02, -0.07], [0.12, 0.03, 0.06], [0.02, -0.07, -0.03], [-0.04, -0.41, 0.05], [-0.20, 0.16, 0.00], [0.27, 0.16, 0.12]],
  "homo_energy_ev": -10.277,
  "relative_energy_kj_mol": 300.2
}

# 5
{
  "formula": "C22H15Cl3CoN4O3Si",
  "method": "ωB97M-V/def2-TZVPD",
  "species": ["Co", "O", "C", "C", "C", "C", "C", "C", "C", "O", "N", "N", "C", "C", "C", "C", "C", "C", "N", "H", "H", "H", "H", "H", "H", "H", "H", "H", "H", "C", "C", "C", "C", "C", "C", "C", "C", "H", "H", "H", "H", "H", "O", "C", "N", "Cl", "Si", "Cl", "Cl"],
  "xyz": [[-1.5799, -0.5067, 0.1727], [-0.8912, 3.5103, -3.5165], [-0.8145, 2.3966, -4.2680], [-0.6201, 2.5589, -5.6412], [-0.5295, 1.4598, -6.4713], [-0.6310, 0.1699, -5.9554], [-0.8266, 0.0069, -4.5977], [-0.9218, 1.1009, -3.7372], [-1.1289, 0.8356, -2.2889], [-1.2453, -0.3492, -1.8811], [-1.1792, 1.9206, -1.5043], [-1.3608, 1.5549, -0.2201], [-1.4033, 2.4081, 0.7249], [-1.5564, 1.8742, 2.0865], [-1.5703, 2.6982, 3.2061], [-1.6820, 2.1104, 4.4557], [-1.7713, 0.7317, 4.5496], [-1.7520, -0.0170, 3.3808], [-1.6535, 0.5406, 2.1838], [-1.0179, 3.2099, -2.5758], [-0.5418, 3.5669, -6.0271], [-0.3768, 1.6079, -7.5340], [-0.5570, -0.6915, -6.6052], [-0.9088, -0.9780, -4.1571], [-1.2960, 3.4759, 0.5486], [-1.4901, 3.7709, 3.0927], [-1.6954, 2.7251, 5.3468], [-1.8539, 0.2359, 5.5067], [-1.8114, -1.0985, 3.3955], [0.4099, -0.8891, 0.7338], [1.5570, -1.1149, 1.0886], [2.8985, -1.3824, 1.5086], [3.2430, -2.6412, 2.0125], [4.5391, -2.8970, 2.4275], [5.5126, -1.9099, 2.3478], [5.1792, -0.6591, 1.8467], [3.8847, -0.3955, 1.4301], [2.4824, -3.4067, 2.0704], [4.7911, -3.8767, 2.8147], [6.5252, -2.1147, 2.6724], [5.9326, 0.1162, 1.7781], [3.6209, 0.5772, 1.0359], [-5.4366, -2.0838, 1.1926], [-4.3878, -1.6551, 0.8338], [-3.3441, -1.2284, 0.4607], [0.8642, -4.0476, -0.5814], [-0.7625, -3.1403, 0.3864], [-2.3141, -4.4912, -0.1625], [-0.5286, -3.5893, 2.4342]],
  "forces_ev_per_angstrom": [[0.16, 0.62, -0.30], [0.01, -0.03, -0.09], [0.00, 0.15, 0.04], [0.00, 0.00, -0.01], [0.00, -0.01, -0.01], [-0.01, 0.03, 0.03], [0.01, -0.02, -0.01], [0.01, -0.12, 0.06], [-0.05, -0.24, -0.09], [-0.03, -0.03, -0.16], [-0.01, 0.26, 0.21], [-0.06, 0.04, 0.16], [0.02, -0.07, 0.00], [0.02, 0.01, -0.09], [0.00, -0.11, 0.02], [0.00, 0.03, -0.02], [0.00, -0.03, 0.04], [-0.02, 0.06, -0.01], [-0.05, 0.15, 0.03], [0.01, -0.03, 0.00], [0.00, 0.00, 0.00], [0.00, 0.00, 0.00], [0.00, 0.00, 0.00], [0.00, 0.01, 0.00], [0.00, 0.01, 0.01], [0.00, 0.01, -0.02], [0.00, -0.01, 0.01], [0.00, 0.00, 0.00], [-0.01, -0.02, 0.01], [-0.14, -0.34, 0.00], [-0.16, 0.04, -0.08], [0.03, -0.03, 0.03], [0.00, 0.07, -0.01], [0.02, -0.01, 0.00], [0.01, -0.01, 0.01], [0.01, 0.00, 0.00], [0.00, 0.01, -0.02], [-0.03, -0.03, 0.00], [0.00, 0.00, 0.00], [0.00, 0.00, 0.00], [0.00, 0.00, 0.00], [-0.01, 0.00, 0.00], [0.03, 0.05, -0.02], [-0.06, -0.15, 0.03], [0.04, 0.00, 0.10], [-0.03, 0.14, 0.10], [0.21, -0.58, 0.08], [0.11, 0.18, 0.05], [-0.05, 0.01, -0.09]],
  "multiplicity": 5,
  "homo_energy_ev": [-4.417, -5.725],
  "total_charge": -1,
  "s_squared": 6.01,
  "relative_energy_kj_mol": 15.4
}

# 6
{
  "formula": "C4H6O2",
  "method": "ωB97M-V/def2-TZVPD",
  "species": ["O", "C", "C", "C", "O", "C", "H", "H", "H", "H", "H", "H"],
  "xyz": [[-1.2832, 1.5133, -0.4746], [-0.1491, 1.2195, 0.1443], [-0.3560, 0.0554, 1.1067], [0.5588, -1.0283, 0.5356], [1.2115, -1.8289, 1.1640], [0.6341, -0.7061, -0.9277], [-1.0954, 2.2470, -1.0830], [0.8011, 0.5119, -0.7961], [-1.4004, -0.2777, 1.1206], [-0.0406, 0.3367, 2.1149], [1.4528, -1.1706, -1.4757], [-0.3336, -0.8722, -1.4290]],
  "forces_ev_per_angstrom": [[0.09, 0.03, -0.05], [-0.38, 0.69, 0.81], [-0.08, 0.14, 0.11], [0.23, 0.11, 0.15], [-0.51, 0.43, -0.43], [0.34, 0.37, -0.12], [-0.17, -0.13, 0.22], [0.20, -1.71, -0.85], [0.05, -0.09, 0.00], [-0.08, -0.05, -0.10], [-0.02, 0.04, 0.05], [0.34, 0.18, 0.20]],
  "homo_energy_ev": -8.712,
  "relative_energy_kj_mol": 366.7
}

# 7
{
  "formula": "H4O2",
  "method": "ωB97M-V/def2-TZVPD",
  "species": ["O", "H", "H", "O", "H", "H"],
  "xyz": [[0.1952, -1.7488, 0.3958], [0.0110, -0.8023, 0.3090], [0.2723, -2.0674, -0.5076], [-0.1382, 1.1562, -0.0089], [0.5892, 1.7589, -0.1906], [-0.9295, 1.7034, 0.0022]],
  "forces_ev_per_angstrom": [[-0.03, 0.04, 0.00], [0.06, -0.03, -0.02], [-0.01, 0.00, 0.01], [-0.04, 0.07, -0.03], [0.01, -0.04, 0.02], [0.01, -0.03, 0.01]],
  "homo_energy_ev": -10.856,
  "smiles": "O.O",
  "relative_energy_kj_mol": 1.3
}